Record 1
This record from the OMol25 dataset describes a gas-phase ion, C3H2NO2S (charge -1). The level of theory is wB97M-V/def2-TZVPD.

- LUMO (alpha / beta) (eV) = 3.92 / 2.08
- net charge = -1
- gap between HOMO and LUMO (alpha / beta) (eV) = 7.7 / 6.1
- 2S+1 = 3
- calculated total energy (eV) = -19559.771

Atoms and positions in Å:
S1 -1.52 -1.33 -2.12
O1 -1.34 -2.56 -2.91
O2 -2.46 -1.43 -0.98
N1 2.44 -0.95 -2.62
C1 0.19 -0.95 -1.44
C2 0.17 -0.20 0.26
C3 1.39 -0.86 -2.09
H1 -0.83 -0.43 0.47
H2 0.97 -0.52 0.99


Record 2
This record from the OMol25 dataset describes 15 unconnected molecules or ions with the total composition C27H20BCl56FNO2. The level of theory is wB97M-V/def2-TZVPD.

- LUMO (eV) = 0.80
- net charge = -1
- gap between HOMO and LUMO (eV) = 4.6
- 2S+1 = 1
- calculated total energy (eV) = -738553.620

Atoms and positions in Å:
Cl1 8.02 -4.82 3.22
Cl2 -1.65 -3.65 0.88
Cl3 -8.18 -8.11 3.45
Cl4 3.58 -5.86 -1.14
Cl5 8.36 -0.06 1.26
Cl6 -10.78 0.58 -0.48
Cl7 11.22 -8.13 12.14
Cl8 10.89 2.79 -1.44
Cl9 -8.72 -1.41 -5.83
Cl10 -6.19 -5.99 3.57
Cl11 -8.63 5.30 -3.73
Cl12 12.95 2.75 -5.93
Cl13 6.61 -4.73 -1.81
Cl14 8.45 -3.23 5.60
Cl15 10.31 -4.76 9.00
Cl16 -9.78 -8.94 -0.69
Cl17 -5.83 -8.41 5.12
Cl18 10.52 -7.65 8.86
Cl19 12.67 -5.63 11.98
Cl20 -3.80 -5.51 1.48
Cl21 -7.02 -8.29 -0.14
Cl22 13.17 1.31 -3.43
Cl23 11.65 -6.56 14.53
Cl24 -10.24 -0.91 -2.90
Cl25 -12.08 -1.97 -0.93
Cl26 9.48 -2.33 3.05
Cl27 -3.30 -4.70 -1.25
Cl28 -9.12 6.92 -6.07
Cl29 9.82 -5.62 12.50
Cl30 -6.41 6.26 -5.30
Cl31 -6.31 -2.96 -5.43
Cl32 -7.06 -0.87 -3.53
Cl33 6.63 -2.31 3.55
Cl34 13.47 1.97 -0.40
Cl35 1.52 -4.76 0.59
Cl36 -9.25 -1.88 -0.36
Cl37 11.43 -0.01 -0.96
Cl38 5.77 -2.07 -2.56
Cl39 7.93 -6.40 9.19
Cl40 3.99 -3.32 0.16
Cl41 6.44 -3.99 -4.61
Cl42 -8.64 -6.62 -1.94
Cl43 7.62 0.58 -1.46
Cl44 5.64 0.72 0.64
Cl45 -7.77 -9.27 -2.74
Cl46 15.39 1.32 -5.29
Cl47 11.10 1.80 1.26
Cl48 2.06 -3.56 -1.97
Cl49 14.70 3.73 -3.84
Cl50 -8.60 -3.34 -3.69
Cl51 -1.43 -6.43 0.12
Cl52 7.77 2.69 0.52
Cl53 8.53 -2.88 -2.94
Cl54 9.33 -6.17 6.67
Cl55 -7.95 8.11 -3.70
Cl56 -5.55 -8.38 2.23
F1 -4.00 7.71 -2.80
O1 -1.29 5.49 -0.11
O2 -3.56 4.79 -0.49
N1 -1.08 7.96 0.48
C1 -5.47 6.93 -0.96
C2 -6.29 1.20 -2.11
C3 -6.45 -7.73 3.60
C4 -2.24 7.61 -0.39
C5 -7.66 -2.15 -4.62
C6 8.14 -3.17 3.85
C7 -2.55 -5.06 0.31
C8 -4.45 6.56 -2.10
C9 -8.03 6.65 -4.70
C10 -2.35 3.56 1.46
C11 2.79 -4.38 -0.59
C12 11.34 -6.48 12.79
C13 -6.64 2.40 -2.84
C14 14.05 2.27 -4.63
C15 -1.91 6.26 -1.17
C16 -4.94 0.99 -1.63
C17 9.52 -6.25 8.43
C18 -8.29 -8.27 -1.38
C19 6.84 -3.41 -2.98
C20 -3.22 4.45 -2.79
C21 11.72 1.64 -0.39
C22 7.35 0.99 0.24
C23 -10.59 -1.04 -1.17
C24 -3.97 2.03 -1.87
C25 -3.31 5.60 -1.65
C26 -4.27 3.29 -2.57
C27 -5.63 3.41 -3.06
B1 -2.25 4.39 0.05
H1 -3.37 3.69 1.92
H2 -2.49 8.45 -1.08
H3 -1.79 3.55 -0.71
H4 -1.12 6.37 -1.95
H5 -7.65 2.59 -3.25
H6 -1.03 8.98 0.50
H7 -1.32 7.62 1.41
H8 -5.06 5.99 -2.85
H9 -3.37 4.89 -3.81
H10 -2.28 2.47 1.19
H11 -2.20 3.99 -2.83
H12 -5.06 7.79 -0.40
H13 -4.68 0.07 -1.07
H14 -1.52 3.77 2.18
H15 -5.90 4.33 -3.62
H16 -3.09 7.34 0.28
H17 -7.07 0.46 -1.92
H18 -6.44 7.17 -1.46
H19 -2.94 1.87 -1.48
H20 -5.67 6.04 -0.31


Record 3
This record from the OMol25 dataset describes a molecular structure, C2H10AlN4O4. The level of theory is wB97M-V/def2-TZVPD.

- LUMO (eV) = -9.02
- net charge = +1
- gap between HOMO and LUMO (eV) = 4.1
- 2S+1 = 1
- calculated total energy (eV) = -22971.623

Atoms and positions in Å:
Al1 0.35 -0.13 -2.13
O1 -1.21 0.60 0.13
O2 -1.34 2.01 -2.97
O3 1.61 -0.11 0.44
O4 1.52 -2.60 -2.84
N1 -2.89 1.09 1.57
N2 -3.04 1.76 -0.61
N3 2.53 -2.20 0.88
N4 3.14 -0.37 2.06
C1 -2.28 1.16 0.35
C2 2.37 -0.84 1.08
H1 3.30 -2.74 1.23
H2 1.69 -3.41 -3.35
H3 -3.97 2.05 -0.36
H4 3.93 -0.90 2.39
H5 3.01 0.56 2.41
H6 1.87 -2.64 0.26
H7 -3.83 1.42 1.69
H8 -2.69 1.82 -1.55
H9 -2.39 0.54 2.23
H10 -1.67 2.92 -2.91


Record 4
This record from the OMol25 dataset describes a molecular structure, C21H41Li5O12P. The level of theory is wB97M-V/def2-TZVPD.

- LUMO (alpha / beta) (eV) = -5.49 / -11.02
- net charge = +2
- gap between HOMO and LUMO (alpha / beta) (eV) = 7.8 / 2.3
- 2S+1 = 2
- calculated total energy (eV) = -57322.194

Atoms and positions in Å:
P1 -11.14 -5.65 20.32
O1 -10.60 -3.72 15.34
O2 -15.97 -7.11 22.08
O3 -8.22 -8.22 18.35
O4 -12.57 -7.53 23.86
O5 -12.29 -4.89 19.74
O6 -11.33 -5.52 21.86
O7 -12.82 -7.96 17.63
O8 -12.12 -9.27 21.91
O9 -14.83 -5.24 22.10
O10 -9.68 -5.36 20.02
O11 -11.35 -7.15 19.98
O12 -14.00 -6.90 21.02
C1 -11.29 -11.43 21.72
C2 -9.66 -2.80 17.36
C3 -9.23 -2.04 16.15
C4 -10.78 -3.66 16.80
C5 -8.37 -7.01 17.56
C6 -13.45 -8.07 24.80
C7 -12.64 -7.52 16.27
C8 -7.18 -6.11 18.03
C9 -13.42 -8.54 15.44
C10 -14.92 -6.42 21.67
C11 -11.54 -6.85 24.62
C12 -9.41 -3.00 15.00
C13 -12.09 -6.53 26.00
C14 -13.22 -10.16 21.98
C15 -6.82 -8.45 18.45
C16 -6.27 -7.06 18.73
C17 -12.85 -9.40 17.65
C18 -12.72 -11.38 21.25
C19 -13.46 -7.16 25.96
C20 -13.19 -9.83 16.18
C21 -10.89 -9.98 21.90
Li1 -12.96 -4.48 21.45
Li2 -9.37 -7.30 19.83
Li3 -12.96 -6.54 18.99
Li4 -12.09 -7.28 21.81
Li5 -9.34 -5.12 21.85
H1 -13.26 -8.65 14.37
H2 -11.88 -9.84 17.89
H3 -14.47 -8.28 15.59
H4 -11.24 -12.04 22.63
H5 -13.58 -9.75 18.37
H6 -10.06 -2.15 18.13
H7 -14.45 -8.19 24.37
H8 -5.23 -6.86 18.47
H9 -10.23 -9.66 21.09
H10 -13.15 -9.10 24.99
H11 -7.52 -5.30 18.68
H12 -14.01 -9.71 21.37
H13 -8.58 -3.70 14.87
H14 -11.35 -5.89 24.16
H15 -6.49 -8.97 17.55
H16 -6.32 -6.88 19.80
H17 -12.14 -5.45 26.15
H18 -9.93 -1.23 15.92
H19 -10.72 -4.66 17.23
H20 -10.32 -9.78 22.80
H21 -8.26 -1.56 16.19
H22 -8.86 -3.36 17.84
H23 -9.58 -2.43 14.09
H24 -14.18 -6.36 25.77
H25 -16.21 -6.39 22.67
H26 -13.77 -7.74 26.82
H27 -14.11 -10.41 16.11
H28 -6.71 -5.71 17.13
H29 -11.58 -7.59 16.04
H30 -13.31 -12.21 21.65
H31 -11.75 -3.20 16.98
H32 -12.35 -10.38 15.75
H33 -13.57 -10.29 23.00
H34 -6.64 -9.18 19.23
H35 -12.98 -6.50 16.13
H36 -8.27 -7.25 16.50
H37 -11.45 -6.99 26.76
H38 -9.35 -6.55 17.70
H39 -10.57 -7.36 24.67
H40 -10.64 -11.94 21.01
H41 -12.84 -11.36 20.17


Record 5
This record from the OMol25 dataset describes BH3O2 in the gas phase. The level of theory is wB97M-V/def2-TZVPD.

- LUMO (eV) = 0.38
- net charge = 0
- gap between HOMO and LUMO (eV) = 10.8
- 2S+1 = 1
- calculated total energy (eV) = -4820.217
- structure (SMILES) = OBO

Atoms and positions in Å:
O1 1.31 0.13 0.77
O2 -0.13 1.27 -1.22
B1 0.19 0.08 0.09
H1 1.61 -0.62 1.21
H2 -0.68 -0.76 -0.09
H3 -0.93 1.22 -1.73


Record 6
This record from the OMol25 dataset describes a molecular structure, C5H8N2. The level of theory is wB97M-V/def2-TZVPD.

- LUMO (eV) = 1.06
- net charge = 0
- gap between HOMO and LUMO (eV) = 9.4
- 2S+1 = 1
- calculated total energy (eV) = -8290.472

Atoms and positions in Å:
N1 -0.21 -2.01 0.51
N2 -0.63 0.38 0.42
C1 1.15 1.70 -0.78
C2 -1.40 -1.94 0.08
C3 -1.79 -0.46 0.11
C4 0.48 -0.33 0.84
C5 0.52 0.36 -0.47
H1 1.07 2.36 0.08
H2 1.05 -0.04 1.74
H3 0.65 -2.45 0.69
H4 0.63 2.18 -1.63
H5 2.20 1.60 -1.06
H6 -2.23 -0.13 -0.85
H7 -2.56 -0.33 0.88
H8 0.48 -0.33 -1.32


Number 1: maximum force 5.024 eV Å⁻¹. Number 2: maximum force 2.828 eV Å⁻¹. Number 3: maximum force 2.391 eV Å⁻¹. Number 4: maximum force 3.300 eV Å⁻¹. Number 5: maximum force 6.047 eV Å⁻¹. Number 6: maximum force 4.212 eV Å⁻¹.